No. 1
{"formula": "C30H49N7O11", "method": "ωB97M-V/def2-TZVPD", "homo_ev": -8.224, "multiplicity": 1, "e_above_lowest_kj_mol": 137.6, "total_energy_ha": -2382.4560, "charge": 0, "lumo_energy_ev": -3.605, "species": ["C", "C", "C", "C", "C", "C", "N", "O", "C", "C", "C", "H", "H", "H", "H", "H", "H", "H", "H", "H", "H", "H", "H", "H", "H", "H", "H", "H", "H", "N", "O", "O", "O", "C", "C", "C", "C", "C", "C", "N", "O", "O", "H", "H", "H", "H", "H", "C", "C", "C", "C", "C", "C", "N", "O", "O", "H", "H", "H", "H", "H", "C", "O", "N", "C", "C", "H", "H", "H", "H", "H", "H", "H", "C", "O", "N", "C", "C", "H", "H", "H", "H", "H", "H", "H", "C", "O", "N", "C", "C", "H", "H", "H", "H", "H", "H", "H"], "xyz": [[-0.463, -1.442, -1.943], [0.332, -2.637, -1.401], [1.703, -2.566, -2.045], [2.892, -3.442, -1.387], [2.936, -3.135, -0.025], [1.601, -3.291, 0.782], [0.508, -2.575, 0.092], [-0.460, -2.053, 0.792], [1.858, -2.605, 2.150], [1.208, -4.797, 0.945], [-0.389, -3.842, -1.859], [-0.776, -1.304, -2.961], [0.157, -0.562, -1.749], [-1.351, -1.087, -1.334], [2.044, -1.542, -1.857], [1.800, -2.891, -2.975], [3.778, -3.054, -1.815], [2.762, -4.436, -1.713], [3.451, -2.111, 0.229], [3.470, -3.872, 0.588], [1.299, -2.921, 3.155], [1.618, -1.629, 2.354], [2.900, -2.454, 2.308], [0.018, -4.816, 1.230], [1.816, -5.152, 1.745], [1.405, -5.326, 0.131], [-0.267, -3.964, -2.875], [-1.509, -3.567, -1.728], [-0.218, -4.821, -1.366], [-0.294, 1.187, 1.230], [-0.914, 1.806, 0.497], [-0.519, 1.369, 2.498], [0.926, 0.858, 0.933], [-1.521, 1.662, -3.073], [-0.878, 3.034, -2.962], [-0.187, 3.699, -4.151], [0.101, 2.915, -5.359], [-0.508, 1.411, -5.493], [-1.346, 0.886, -4.288], [0.939, 3.291, -6.584], [1.484, 2.293, -7.195], [0.820, 4.421, -7.067], [-1.966, 1.306, -2.137], [-0.693, 3.501, -2.011], [0.110, 4.703, -3.992], [-0.358, 0.884, -6.516], [-1.918, -0.076, -4.467], [-4.522, 4.425, 4.202], [-5.710, 3.781, 3.526], [-5.393, 2.993, 2.236], [-4.078, 3.289, 1.432], [-3.067, 4.034, 2.123], [-3.319, 4.523, 3.576], [-4.134, 2.903, 0.005], [-3.396, 3.587, -0.635], [-5.108, 2.260, -0.437], [-4.405, 4.728, 5.095], [-6.623, 3.778, 3.994], [-6.080, 2.233, 1.947], [-2.193, 4.125, 1.600], [-2.455, 4.789, 4.217], [4.778, -0.472, -2.554], [5.531, -1.152, -3.163], [3.718, 0.095, -3.201], [2.739, 1.030, -2.488], [3.506, -0.018, -4.583], [4.771, -0.383, -1.622], [1.815, 0.689, -2.735], [2.727, 1.850, -2.966], [2.791, 0.935, -1.383], [2.869, 0.743, -4.992], [2.854, -1.036, -4.760], [4.431, -0.128, -5.207], [-3.378, -0.541, 1.337], [-3.395, -1.027, 0.151], [-4.229, -0.788, 2.238], [-4.044, -0.130, 3.516], [-5.321, -1.745, 2.068], [-2.391, 0.273, 1.450], [-4.768, 0.673, 3.552], [-2.968, 0.319, 3.579], [-4.105, -0.912, 4.364], [-5.217, -2.529, 2.789], [-5.241, -2.434, 1.181], [-6.285, -1.171, 1.725], [3.993, 0.065, 2.844], [4.846, -0.843, 2.619], [3.592, 0.391, 4.118], [2.447, 1.262, 4.273], [4.155, -0.151, 5.337], [3.506, 0.522, 1.843], [1.396, 0.724, 4.223], [2.674, 2.176, 3.609], [2.334, 1.722, 5.192], [4.666, 0.469, 5.987], [4.980, -0.773, 5.355], [3.303, -0.410, 6.090]]}

***

No. 2
{"formula": "C30H50Br24N2O6", "method": "ωB97M-V/def2-TZVPD", "homo_ev": -6.627, "multiplicity": 1, "total_energy_ha": -63510.0641, "charge": 0, "lumo_energy_ev": -0.434, "species": ["C", "C", "N", "C", "C", "C", "C", "C", "O", "C", "H", "H", "H", "H", "H", "H", "H", "H", "H", "H", "H", "H", "H", "H", "H", "H", "H", "H", "H", "H", "C", "C", "N", "C", "C", "C", "C", "C", "O", "C", "H", "H", "H", "H", "H", "H", "H", "H", "H", "H", "H", "H", "H", "H", "H", "H", "H", "H", "H", "H", "C", "C", "C", "O", "C", "C", "C", "O", "O", "O", "H", "H", "C", "Br", "Br", "Br", "H", "C", "Br", "Br", "Br", "H", "C", "Br", "Br", "Br", "H", "C", "Br", "Br", "Br", "H", "C", "Br", "Br", "Br", "H", "C", "Br", "Br", "Br", "H", "C", "Br", "Br", "Br", "H", "C", "Br", "Br", "Br", "H"], "xyz": [[-1.523, -4.294, 1.466], [-2.758, -3.426, 1.260], [-3.717, -3.750, 0.043], [-2.859, -4.153, -1.207], [-4.564, -4.969, 0.508], [-5.611, -4.566, 1.556], [-4.581, -2.464, -0.169], [-5.641, -2.586, -1.281], [-6.602, -3.676, -1.077], [-7.761, -3.664, -1.895], [-1.650, -5.366, 1.618], [-0.779, -4.084, 2.234], [-0.906, -4.299, 0.568], [-2.379, -2.413, 1.127], [-3.419, -3.419, 2.126], [-2.124, -3.354, -1.308], [-3.526, -4.126, -2.069], [-2.568, -5.195, -1.074], [-3.833, -5.707, 0.838], [-4.991, -5.392, -0.401], [-6.074, -5.498, 1.880], [-6.442, -3.919, 1.278], [-5.382, -4.151, 2.537], [-3.891, -1.666, -0.442], [-5.067, -2.231, 0.778], [-5.092, -2.573, -2.222], [-6.108, -1.606, -1.176], [-8.514, -4.369, -1.543], [-7.653, -3.835, -2.966], [-8.223, -2.680, -1.813], [3.638, 4.377, 2.481], [5.088, 3.933, 2.172], [5.345, 2.439, 1.760], [4.843, 2.375, 0.287], [6.962, 2.371, 1.779], [7.640, 2.284, 3.174], [4.673, 1.458, 2.765], [4.576, -0.027, 2.338], [5.886, -0.406, 2.123], [6.036, -1.810, 2.077], [3.543, 5.448, 2.661], [3.337, 4.079, 3.486], [2.888, 4.043, 1.764], [5.771, 4.232, 2.967], [5.443, 4.511, 1.318], [5.381, 3.038, -0.391], [3.772, 2.572, 0.344], [4.819, 1.354, -0.092], [7.313, 3.312, 1.354], [7.293, 1.562, 1.128], [8.729, 2.280, 3.132], [7.395, 1.330, 3.640], [7.256, 3.097, 3.790], [3.673, 1.872, 2.891], [5.239, 1.609, 3.685], [3.978, -0.137, 1.434], [4.027, -0.551, 3.120], [5.603, -2.395, 2.889], [7.109, -1.973, 1.973], [5.526, -2.161, 1.180], [0.258, 0.142, -1.696], [-0.958, -0.090, -1.180], [-1.399, 0.397, 0.182], [-2.588, 0.173, 0.692], [-0.458, 0.947, 1.009], [0.880, 1.183, 0.597], [1.233, 0.914, -0.901], [2.333, 1.343, -1.349], [1.769, 1.662, 1.374], [-1.737, -0.671, -2.056], [0.500, -0.069, -2.728], [-0.682, 1.259, 2.019], [3.377, -0.499, -4.254], [2.724, -2.094, -5.228], [3.837, 1.006, -5.497], [5.044, -0.920, -3.121], [2.594, -0.112, -3.602], [2.355, -3.030, -1.607], [3.985, -4.117, -1.627], [1.986, -2.743, 0.331], [0.841, -3.629, -2.752], [2.581, -2.021, -1.953], [2.395, 4.860, -2.044], [3.151, 4.206, -3.650], [0.860, 6.100, -2.410], [3.800, 5.545, -0.857], [2.008, 3.987, -1.519], [-4.335, 1.398, 3.579], [-3.106, 1.394, 5.112], [-5.144, 3.110, 3.651], [-5.497, -0.191, 3.700], [-3.678, 1.358, 2.711], [-0.383, 4.496, 2.372], [-2.137, 4.703, 1.489], [-0.671, 4.521, 4.252], [0.821, 6.086, 2.051], [0.202, 3.607, 2.139], [-5.573, 1.686, -0.175], [-7.118, 0.529, 0.284], [-6.054, 3.579, -0.098], [-4.888, 1.067, -1.894], [-4.736, 1.554, 0.511], [-2.106, 2.656, -3.843], [-2.221, 3.207, -1.924], [-0.263, 3.143, -4.569], [-3.585, 3.388, -5.023], [-2.160, 1.583, -3.659], [-1.207, -1.354, -5.728], [-0.385, -2.079, -7.400], [-2.153, -2.911, -4.859], [-2.458, 0.116, -6.196], [-0.400, -1.059, -5.057]]}

***

No. 3
{"formula": "C30H50Br4N2O4", "method": "ωB97M-V/def2-TZVPD", "smiles": "c1ccncc1.c1ccncc1.C1CCOC1.C1CCOC1.C1CCOC1.C1CCOC1.BrCCBr.BrCCBr", "homo_ev": -9.473, "multiplicity": 1, "total_energy_ha": -11879.3935, "charge": 0, "lumo_energy_ev": 0.121, "species": ["C", "C", "C", "N", "C", "C", "H", "H", "H", "H", "H", "C", "C", "C", "N", "C", "C", "H", "H", "H", "H", "H", "C", "C", "C", "O", "C", "H", "H", "H", "H", "H", "H", "H", "H", "C", "C", "C", "O", "C", "H", "H", "H", "H", "H", "H", "H", "H", "C", "C", "C", "O", "C", "H", "H", "H", "H", "H", "H", "H", "H", "C", "C", "C", "O", "C", "H", "H", "H", "H", "H", "H", "H", "H", "Br", "C", "C", "Br", "H", "H", "H", "H", "Br", "C", "C", "Br", "H", "H", "H", "H"], "xyz": [[5.013, -3.927, 4.004], [3.916, -3.132, 3.872], [3.875, -2.042, 4.706], [4.850, -1.778, 5.658], [5.806, -2.696, 5.899], [5.902, -3.817, 5.074], [5.087, -4.781, 3.347], [3.371, -3.285, 2.953], [3.226, -1.224, 4.428], [6.527, -2.401, 6.646], [6.810, -4.395, 5.154], [-1.923, -0.614, 8.360], [-1.147, 0.517, 8.111], [-1.487, 1.393, 7.055], [-2.674, 1.194, 6.427], [-3.581, 0.216, 6.849], [-3.147, -0.750, 7.801], [-1.486, -1.284, 9.087], [-0.241, 0.740, 8.656], [-0.797, 2.187, 6.811], [-4.493, 0.134, 6.275], [-3.847, -1.560, 7.943], [-6.954, 1.180, -1.008], [-7.629, 2.237, -0.252], [-8.153, 3.130, -1.337], [-7.045, 3.023, -2.296], [-6.295, 1.809, -2.216], [-7.776, 0.546, -1.339], [-6.198, 0.606, -0.472], [-6.969, 2.719, 0.469], [-8.492, 1.959, 0.353], [-8.234, 4.163, -0.998], [-9.055, 2.733, -1.803], [-5.212, 1.783, -2.099], [-6.472, 1.290, -3.158], [2.778, -6.169, -2.065], [2.517, -7.117, -3.187], [3.663, -6.882, -4.181], [4.702, -6.309, -3.405], [4.145, -5.548, -2.393], [2.701, -6.550, -1.046], [2.135, -5.289, -2.094], [1.581, -6.770, -3.624], [2.311, -8.161, -2.947], [3.301, -6.312, -5.037], [3.902, -7.899, -4.490], [3.842, -4.566, -2.756], [4.899, -5.442, -1.612], [7.777, 5.079, -4.290], [6.619, 5.324, -3.375], [7.286, 5.836, -2.102], [8.651, 5.873, -2.385], [8.937, 4.896, -3.360], [8.003, 5.977, -4.864], [7.614, 4.273, -5.005], [6.060, 4.395, -3.262], [5.990, 6.149, -3.710], [7.036, 5.215, -1.241], [7.057, 6.810, -1.668], [9.097, 3.929, -2.885], [9.859, 4.878, -3.941], [-5.189, -4.924, -3.399], [-3.749, -4.458, -2.966], [-3.378, -5.560, -2.012], [-4.560, -5.803, -1.359], [-5.754, -5.525, -2.147], [-5.134, -5.719, -4.142], [-5.873, -4.176, -3.799], [-3.721, -3.574, -2.329], [-3.063, -4.358, -3.807], [-2.638, -5.423, -1.224], [-3.190, -6.534, -2.465], [-6.490, -4.828, -1.745], [-6.354, -6.396, -2.411], [1.223, 4.546, 1.502], [1.124, 3.017, 0.293], [-0.116, 2.288, 0.696], [0.121, 0.485, -0.153], [2.018, 2.403, 0.403], [1.222, 3.329, -0.746], [-1.047, 2.780, 0.414], [-0.173, 2.186, 1.780], [-4.930, 8.276, 0.215], [-3.330, 7.552, -0.777], [-2.372, 8.666, -1.345], [-0.861, 7.845, -2.374], [-3.563, 6.916, -1.632], [-2.925, 6.912, 0.007], [-1.881, 9.233, -0.554], [-2.961, 9.350, -1.956]]}

***

charge of number 2 (C30H50Br24N2O6)?
0

***

charge of number 1 (C30H49N7O11)?
0